# 1
# C26H43BN7OSeTa

A molecular structure, C26H43BN7OSeTa (wB97M-V/def2-TZVPD, the Open Molecules 2025 dataset).

Results
Relative energy (zero: lowest compared OMol25 entry of this formula, charge and spin)   7.3 kcal per mole
Orbital gap   7.4 eV
HOMO   -0.55768 hartree
Calculated total energy   -3957.901860 Eh

```
! RIJCOSX wB97M-V def2-TZVPD def2/J DEFGRID3
* xyz 2 1
Ta 0.897 -0.468 -0.532
C 1.323 4.104 2.442
C 1.688 2.682 2.201
C 2.555 1.844 2.894
C 2.545 0.611 2.259
N 1.699 0.673 1.193
N 1.189 1.990 1.180
B -0.013 1.941 0.218
N -0.256 2.353 -1.262
N -0.202 1.108 -1.903
C -0.852 1.215 -3.055
C -1.323 2.527 -3.188
C -0.951 3.207 -2.041
C -1.187 4.624 -1.646
C -1.028 0.001 -3.932
C -0.051 0.054 -5.114
C -2.472 -0.026 -4.451
C -0.791 -1.259 -3.089
N -1.179 1.140 0.768
N -1.066 -0.203 0.460
C -2.217 -0.790 0.875
C -3.024 0.182 1.462
C -2.348 1.384 1.369
C -2.729 2.748 1.826
C -2.603 -2.242 0.714
C -1.447 -3.120 0.261
C -3.108 -2.762 2.068
C -3.742 -2.319 -0.316
C 3.281 -0.636 2.680
C 4.112 -0.347 3.932
C 2.244 -1.718 3.023
C 4.228 -1.083 1.561
H 1.734 4.445 3.389
H 0.240 4.234 2.474
H 1.720 4.738 1.649
H 3.129 2.111 3.763
H 0.624 1.144 -0.305
H -1.874 2.941 -4.016
H -1.796 5.126 -2.392
H -0.242 5.160 -1.558
H -1.705 4.690 -0.688
H -0.213 0.955 -5.707
H -0.208 -0.808 -5.763
H 0.989 0.048 -4.783
H -2.675 0.840 -5.082
H -3.192 -0.029 -3.632
H -2.631 -0.918 -5.057
H 0.257 -1.313 -2.724
H -0.901 -2.158 -3.696
H -1.503 -1.314 -2.263
H -3.995 0.032 1.902
H -3.715 2.731 2.281
H -2.760 3.446 0.987
H -2.023 3.125 2.568
H -0.624 -3.104 0.976
H -1.077 -2.833 -0.728
H -1.797 -4.148 0.169
H -2.336 -2.686 2.836
H -3.390 -3.810 1.970
H -3.988 -2.217 2.409
H -3.425 -1.963 -1.298
H -4.598 -1.722 -0.001
H -4.069 -3.354 -0.421
H 3.487 -0.030 4.768
H 4.869 0.416 3.744
H 4.631 -1.257 4.233
H 1.657 -1.421 3.894
H 2.755 -2.651 3.269
H 1.547 -1.907 2.204
H 4.970 -0.311 1.352
H 3.710 -1.301 0.631
H 4.761 -1.985 1.863
C 1.972 -3.487 0.013
O 1.451 -2.171 -0.196
H 1.283 -4.200 -0.434
H 2.070 -3.663 1.081
H 2.945 -3.538 -0.474
Se 2.610 0.158 -2.271
C 3.739 -1.275 -1.990
N 4.416 -2.186 -1.801
*
```

---

# 2
# C26H43Br10FN3S

6 unconnected molecules or ions with the total composition C26H43Br10FN3S at a distorted geometry (wB97M-V/def2-TZVPD, the Open Molecules 2025 dataset).

Results
Relative energy (zero: lowest compared OMol25 entry of this formula, charge and spin)   12.6 kcal per mole
Orbital gap   7.7 eV
HOMO   -0.41227 hartree
Calculated total energy   -27418.562110 Eh

```
! RIJCOSX wB97M-V def2-TZVPD def2/J DEFGRID3
* xyz 1 1
C 0.485 -3.544 -1.878
C -0.227 -2.585 -1.687
C -1.366 -1.687 -1.439
C -0.853 -0.250 -1.461
C 0.444 0.031 -1.113
C 0.855 1.374 -1.150
C 2.294 1.710 -0.798
C 2.552 3.221 -0.773
C 4.062 3.512 -0.855
F 2.010 3.733 0.399
N 0.069 2.371 -1.470
N -1.154 2.045 -1.797
N -1.965 3.138 -2.142
C -2.198 3.890 -1.104
C -2.818 3.365 0.178
C -1.900 5.356 -1.135
C -1.685 0.827 -1.832
C -3.106 0.644 -2.276
S -3.071 0.760 -4.119
C -4.267 2.044 -4.592
C -3.679 3.450 -4.811
H 1.128 -4.419 -1.798
H -2.102 -1.813 -2.237
H -1.837 -1.933 -0.483
H 1.129 -0.764 -0.845
H 2.932 1.327 -1.604
H 2.607 1.233 0.134
H 2.112 3.705 -1.649
H 4.192 4.566 -1.108
H 4.438 2.934 -1.703
H 4.522 3.236 0.093
H -3.138 4.200 0.802
H -2.092 2.723 0.697
H -3.722 2.827 -0.118
H -2.844 5.911 -1.243
H -1.242 5.615 -1.963
H -1.450 5.667 -0.189
H -3.479 -0.343 -2.020
H -3.747 1.423 -1.866
H -4.683 1.708 -5.546
H -5.112 2.086 -3.901
H -4.188 3.895 -5.676
H -2.614 3.456 -5.041
H -3.897 4.123 -3.979
Br 2.588 -4.875 -0.301
C 2.244 -4.959 1.613
C 1.441 -6.176 1.983
Br -0.438 -5.955 1.515
H 1.756 -4.030 1.879
H 3.228 -4.996 2.076
H 1.452 -6.325 3.061
H 1.784 -7.081 1.492
Br 1.069 -3.100 4.463
C 0.138 -4.579 5.328
C -1.205 -4.150 5.854
Br -1.030 -3.118 7.494
H 0.799 -4.959 6.101
H 0.017 -5.334 4.552
H -1.801 -5.019 6.124
H -1.758 -3.536 5.151
Br -2.925 1.285 4.201
C -1.587 2.435 5.027
C -1.374 3.688 4.222
Br -0.302 3.333 2.634
H -0.685 1.842 5.137
H -1.984 2.677 6.010
H -0.804 4.419 4.792
H -2.301 4.140 3.884
Br 0.724 -5.683 -6.303
C 0.013 -3.880 -6.464
C 1.072 -2.845 -6.202
Br 1.436 -2.689 -4.288
H -0.827 -3.810 -5.779
H -0.348 -3.805 -7.487
H 0.729 -1.859 -6.510
H 2.014 -3.067 -6.692
Br 6.287 0.906 4.075
C 4.556 0.193 4.603
C 4.186 -1.017 3.790
Br 3.590 -0.519 2.000
H 3.839 1.002 4.508
H 4.664 -0.075 5.652
H 3.339 -1.534 4.236
H 5.008 -1.715 3.663
*
```

---

# 3
# C26H43ClN2O9S

3 unconnected molecules or ions with the total composition C26H43ClN2O9S (wB97M-V/def2-TZVPD, the Open Molecules 2025 dataset).

Results
SMILES string   O=C1C=CC(=O)c2cc(CCCCS(=O)(=O)Cl)c(O)cc21.COCCNCCOC.COCCNCCOC
Orbital gap   7.5 eV
HOMO   -0.31494 hartree
Calculated total energy   -2661.426901 Eh

```
! RIJCOSX wB97M-V def2-TZVPD def2/J DEFGRID3
* xyz 0 1
O 4.086 -1.724 -1.641
C 4.064 -0.525 -1.801
C 5.306 0.303 -1.857
C 5.262 1.584 -1.487
C 3.989 2.184 -0.994
O 3.970 3.086 -0.184
C 2.749 1.578 -1.548
C 1.576 2.304 -1.670
C 0.428 1.729 -2.197
C -0.845 2.537 -2.295
C -1.717 2.432 -1.036
C -2.351 1.048 -0.769
C -3.858 1.094 -0.483
S -5.017 0.598 -1.767
O -5.532 -0.696 -1.451
O -5.911 1.683 -2.022
Cl -3.894 0.373 -3.461
C 0.501 0.396 -2.613
O -0.592 -0.227 -3.168
C 1.658 -0.358 -2.479
C 2.785 0.240 -1.943
H 6.229 -0.158 -2.189
H 6.148 2.207 -1.523
H 1.554 3.335 -1.333
H -1.408 2.285 -3.197
H -0.560 3.586 -2.409
H -2.516 3.173 -1.124
H -1.109 2.722 -0.178
H -1.894 0.626 0.128
H -2.125 0.344 -1.565
H -4.097 0.395 0.319
H -4.203 2.079 -0.172
H -0.900 0.278 -3.930
H 1.681 -1.397 -2.784
C -2.036 -8.148 -2.125
O -2.687 -7.166 -2.903
C -3.717 -6.452 -2.232
C -3.311 -5.028 -1.921
N -2.286 -4.972 -0.887
C -1.661 -3.666 -0.708
C -0.948 -3.015 -1.888
O 0.262 -3.639 -2.275
C 0.126 -4.787 -3.088
H -1.455 -8.767 -2.807
H -1.350 -7.714 -1.389
H -2.756 -8.784 -1.601
H -4.023 -6.978 -1.323
H -4.575 -6.421 -2.909
H -4.193 -4.482 -1.574
H -2.989 -4.567 -2.864
H -1.568 -5.655 -1.089
H -0.930 -3.767 0.099
H -2.430 -2.970 -0.353
H -0.663 -2.014 -1.567
H -1.603 -2.886 -2.757
H -0.721 -4.698 -3.774
H 0.013 -5.698 -2.493
H 1.042 -4.883 -3.671
C 0.683 3.705 7.039
O 2.018 3.763 6.584
C 2.536 2.541 6.076
C 2.689 2.570 4.571
N 1.399 2.566 3.896
C 1.450 2.846 2.464
C 2.041 4.165 1.981
O 1.253 5.308 2.278
C 1.381 5.814 3.590
H 0.495 4.614 7.608
H -0.040 3.661 6.216
H 0.522 2.842 7.693
H 1.912 1.698 6.389
H 3.527 2.409 6.518
H 3.252 1.684 4.262
H 3.297 3.450 4.321
H 0.788 3.238 4.340
H 0.421 2.797 2.093
H 2.000 2.033 1.978
H 2.081 4.114 0.896
H 3.073 4.314 2.318
H 2.402 5.705 3.968
H 0.688 5.333 4.288
H 1.134 6.875 3.557
*
```